DFT (ωB97M-V with the def2-TZVPD basis set) results for a structure of composition C32H43GdN3O at a distorted geometry.

Calculated values
- Energy: -2249.97559 Eh
- F_max: 6.0 eV/A
- 2S+1: 8
- HOMO level (spin up / spin down): -2.4 / -1.5 eV
- Charge: -1
- Gap between HOMO and LUMO (spin up / spin down): 4.861 / 3.996 eV
- Energy relative to the best compared isomer or geometry (same formula, charge and spin): 103.1 kcal/mol

Positions of all 80 atoms, in Å:
1 Gd -0.04 0.60 -0.17
2 N -0.79 5.19 -0.65
3 N 2.49 0.50 -1.21
4 C -2.07 -1.12 -0.39
5 C -2.19 -0.16 -1.45
6 C -2.76 1.03 -0.89
7 C -3.17 2.24 -1.60
8 H -3.05 2.16 -2.67
9 H -2.30 3.15 -1.33
10 H -4.12 2.66 -1.29
11 C -2.90 0.83 0.51
12 C -3.48 1.81 1.46
13 H -4.58 1.73 1.52
14 H -3.26 2.85 1.16
15 H -3.10 1.67 2.47
16 C -2.51 -0.50 0.82
17 C -2.72 -1.13 2.14
18 H -2.25 -0.52 2.93
19 H -2.27 -2.14 2.19
20 H -3.79 -1.24 2.40
21 C -1.86 -0.35 -2.89
22 H -2.73 -0.70 -3.47
23 H -1.07 -1.11 -3.03
24 H -1.50 0.58 -3.35
25 C -1.64 -2.54 -0.55
26 H -1.14 -2.91 0.36
27 H -0.92 -2.65 -1.38
28 H -2.48 -3.22 -0.76
29 C -0.41 6.07 0.30
30 H -1.19 6.77 0.55
31 C 0.92 6.01 0.79
32 H 1.19 6.86 1.43
33 C 1.78 4.95 0.43
34 H 2.81 4.98 0.84
35 C 1.26 3.88 -0.39
36 H 1.91 3.03 -0.63
37 C -0.23 3.99 -0.79
38 C -1.20 3.33 -1.65
39 H -0.49 2.85 -2.27
40 C 1.99 -0.70 -0.95
41 C 2.75 0.46 -2.70
42 H 2.73 1.42 -3.29
43 C 3.14 -0.80 -2.93
44 H 3.85 -1.23 -3.74
45 N 2.67 -1.53 -1.81
46 C 2.30 -2.86 -1.65
47 C 1.85 -3.54 -2.78
48 C 1.56 -4.87 -2.58
49 H 1.36 -5.50 -3.47
50 C 1.57 -5.41 -1.28
51 C 1.41 -6.87 -1.09
52 H 0.87 -7.05 -0.17
53 H 2.39 -7.35 -1.03
54 H 0.87 -7.28 -1.94
55 C 1.76 -4.60 -0.14
56 H 1.72 -5.02 0.88
57 C 2.07 -3.27 -0.30
58 C 2.21 -2.35 0.88
59 H 2.78 -1.42 0.71
60 H 2.74 -2.89 1.69
61 H 1.24 -2.06 1.35
62 C 1.65 -2.83 -4.09
63 H 2.54 -2.31 -4.46
64 H 0.81 -2.10 -4.10
65 H 1.42 -3.60 -4.84
66 C 1.20 0.78 4.42
67 C 0.86 0.46 2.97
68 O -0.07 1.37 2.29
69 C -0.14 2.76 2.83
70 C -1.02 2.93 4.06
71 H 1.93 0.03 4.76
72 H 0.34 0.69 5.08
73 H 1.67 1.76 4.54
74 H 1.77 0.46 2.35
75 H 0.39 -0.53 2.90
76 H 0.89 3.08 3.03
77 H -0.53 3.34 1.99
78 H -0.60 2.44 4.94
79 H -1.08 4.00 4.30
80 H -2.04 2.57 3.89

***

DFT (ωB97M-V with the def2-TZVPD basis set) results for a structure of composition C32H43LuN5OSb at a distorted geometry.

Calculated values
- Energy: -3069.23610 Eh
- F_max: 4.4 eV/A
- HOMO level (spin up / spin down): -10.8 / -10.3 eV
- Charge: +2
- Gap between HOMO and LUMO (spin up / spin down): 4.404 / 3.826 eV

Positions of all 83 atoms, in Å:
1 Lu 11.77 7.65 11.37
2 C 10.46 8.11 15.82
3 C 9.14 7.66 15.81
4 C 8.86 6.63 14.80
5 C 9.74 6.44 13.72
6 N 10.93 7.01 13.71
7 C 11.29 7.79 14.78
8 C 9.27 5.55 12.65
9 C 8.22 4.71 12.77
10 C 7.56 4.16 11.65
11 C 7.90 4.60 10.38
12 C 9.06 5.41 10.26
13 N 9.82 5.78 11.39
14 C 9.54 5.90 9.01
15 C 8.96 5.59 7.75
16 C 9.48 6.24 6.61
17 C 10.73 6.94 6.65
18 C 11.30 7.08 7.88
19 N 10.66 6.71 9.07
20 H 10.88 8.85 16.51
21 H 8.29 8.06 16.33
22 H 8.05 5.96 14.85
23 H 12.24 8.30 14.72
24 H 7.98 4.45 13.78
25 H 6.93 3.27 11.82
26 H 7.34 4.34 9.50
27 H 8.10 4.93 7.55
28 H 8.87 6.22 5.70
29 H 11.18 7.24 5.71
30 H 12.24 7.56 8.07
31 C 10.99 11.37 10.22
32 C 10.17 10.45 11.05
33 O 10.51 9.23 11.45
34 N 9.01 10.92 11.51
35 C 8.00 9.96 12.16
36 C 6.75 10.89 12.29
37 C 5.95 11.13 13.45
38 C 4.68 11.74 13.31
39 C 4.18 12.05 12.05
40 C 5.01 11.68 11.01
41 N 6.26 11.18 11.06
42 H 11.60 12.11 10.73
43 H 10.31 11.97 9.53
44 H 11.66 10.68 9.67
45 H 8.44 11.41 10.81
46 H 8.55 9.56 13.00
47 H 7.78 9.18 11.40
48 H 6.46 11.21 14.41
49 H 4.19 11.97 14.21
50 H 3.29 12.59 11.91
51 H 4.50 11.61 9.89
52 C 15.26 5.52 14.39
53 C 15.56 5.44 12.88
54 C 14.73 4.41 12.06
55 Sb 15.39 7.36 11.84
56 C 19.01 10.70 12.65
57 C 19.11 9.36 12.09
58 C 18.07 11.71 12.01
59 C 16.90 6.90 10.21
60 C 17.78 5.67 10.36
61 C 16.11 7.04 8.89
62 H 15.13 4.43 14.63
63 H 14.27 5.99 14.58
64 H 16.09 6.03 14.89
65 H 16.62 5.30 12.74
66 H 13.66 4.39 12.34
67 H 15.13 3.38 12.28
68 H 14.90 4.50 10.99
69 H 19.28 10.85 13.71
70 H 18.12 8.89 12.01
71 H 19.61 8.71 12.86
72 H 19.63 9.37 11.11
73 H 17.05 11.59 12.39
74 H 18.04 11.58 10.92
75 H 18.27 12.74 12.19
76 H 17.53 7.79 10.33
77 H 18.25 5.63 11.40
78 H 18.60 5.72 9.66
79 H 17.27 4.72 10.15
80 H 15.35 6.25 8.74
81 H 16.73 7.07 8.00
82 H 15.45 7.97 8.96
83 H 13.85 8.57 12.27

***

DFT (ωB97M-V with the def2-TZVPD basis set) results for a cluster of 4 separate species, C32H43N6O7 in total at a distorted geometry.

Calculated values
- Energy: -2099.86235 Eh
- F_max: 2.6 eV/A
- HOMO level: -11.6 eV
- Charge: +1
- Gap between HOMO and LUMO: 8.260 eV

Positions of all 88 atoms, in Å:
1 C 6.69 1.52 -1.81
2 C 6.17 0.50 -0.80
3 C 4.66 0.28 -0.88
4 C 4.20 -0.57 0.31
5 N 2.98 -1.33 0.01
6 C 2.73 -2.35 0.98
7 C 3.39 -3.74 0.90
8 C 2.73 -4.34 2.16
9 N 1.36 -3.87 1.94
10 C 1.30 -2.77 1.25
11 C 0.04 -2.13 0.87
12 C 0.01 -1.58 -0.57
13 C -1.41 -1.64 -1.18
14 C -2.07 -0.27 -1.35
15 N -3.10 -0.04 -0.34
16 C -4.05 0.99 -0.74
17 C -4.44 1.95 0.35
18 O -4.50 1.05 -1.88
19 H 7.11 1.03 -2.68
20 H 7.51 2.09 -1.38
21 H 5.93 2.24 -2.11
22 H 6.39 0.84 0.21
23 H 6.67 -0.46 -0.91
24 H 4.39 -0.18 -1.83
25 H 4.17 1.24 -0.81
26 H 5.01 -1.26 0.56
27 H 4.02 0.09 1.16
28 H 3.06 -1.71 -0.92
29 H 3.03 -1.91 1.94
30 H 2.99 -4.33 0.08
31 H 4.47 -3.77 0.92
32 H 3.15 -3.81 3.02
33 H 2.82 -5.41 2.30
34 H 0.55 -4.38 2.28
35 H -0.77 -2.84 1.01
36 H -0.14 -1.31 1.56
37 H 0.27 -0.53 -0.52
38 H 0.75 -2.03 -1.22
39 H -1.40 -2.18 -2.12
40 H -2.06 -2.23 -0.53
41 H -1.34 0.53 -1.26
42 H -2.47 -0.20 -2.37
43 H -3.63 -0.88 -0.17
44 H -3.67 2.00 1.11
45 H -5.37 1.61 0.81
46 H -4.64 2.92 -0.08
47 C -3.79 2.49 5.71
48 C -3.52 2.07 4.42
49 C -2.48 1.19 4.18
50 C -1.73 0.73 5.25
51 C -2.00 1.12 6.55
52 C -3.04 2.01 6.78
53 N -0.63 -0.20 5.00
54 O -0.36 -0.44 3.83
55 O -0.02 -0.65 5.94
56 H -4.60 3.18 5.90
57 H -4.11 2.45 3.59
58 H -2.26 0.87 3.17
59 H -1.41 0.75 7.38
60 H -3.26 2.33 7.79
61 C -4.09 -0.56 -6.33
62 C -3.68 -0.92 -7.61
63 C -2.63 -1.81 -7.79
64 C -2.01 -2.33 -6.67
65 C -2.40 -1.99 -5.39
66 C -3.44 -1.09 -5.22
67 N -0.90 -3.28 -6.84
68 O -0.56 -3.55 -7.96
69 O -0.39 -3.73 -5.83
70 H -4.91 0.13 -6.20
71 H -4.18 -0.50 -8.47
72 H -2.31 -2.09 -8.78
73 H -1.89 -2.41 -4.53
74 H -3.76 -0.82 -4.22
75 C 2.03 2.51 1.09
76 C 1.79 3.61 0.26
77 C 0.67 4.39 0.46
78 C -0.20 4.07 1.48
79 C 0.01 2.99 2.31
80 C 1.14 2.20 2.11
81 N -1.39 4.91 1.70
82 O -1.58 5.84 0.95
83 O -2.12 4.60 2.62
84 H 2.91 1.90 0.94
85 H 2.49 3.85 -0.53
86 H 0.48 5.24 -0.18
87 H -0.68 2.76 3.11
88 H 1.32 1.35 2.75